{"formula": "C3H5N2O2", "method": "ωB97M-V with the def2-TZVPD basis set", "e_homo_ev": -15.63, "relative_energy_ev": 2.308, "total_charge": 1, "smiles": "[H]/N=C\\OC=[N+]=CO", "energy_ev": -10257.3681, "orbital_gap_ev": 11.4, "species": ["H", "N", "C", "O", "C", "N", "C", "O", "H", "H", "H", "H"], "positions_angstrom": [[-2.20903, 0.24306, 2.46724], [-1.85652, -0.69201, 2.27881], [-0.74186, -0.79799, 1.87441], [-0.01638, 0.60806, 1.21299], [0.63699, 1.08498, 0.18823], [0.78757, 0.40978, -0.89121], [0.61313, 0.31498, -2.14141], [1.38873, -0.31738, -3.01762], [0.17441, -1.41876, 1.70175], [1.07039, 2.07742, 0.33538], [-0.23942, 0.84840, -2.55743], [2.05493, -0.88968, -2.78203]], "forces_ev_per_a": [[-0.6, 0.0, -0.4], [0.6, 0.1, 0.9], [2.2, -0.2, -1.7], [0.8, 1.7, -0.5], [-1.9, -1.6, 2.1], [0.9, -0.4, -0.8], [1.1, 0.0, -0.2], [-4.2, 2.9, -0.8], [-1.7, 0.0, 0.5], [0.1, -0.1, -0.2], [0.2, -0.3, -0.6], [2.6, -2.0, 1.7]], "nbo_charge": [0.44, -0.52, 0.47, -0.60, 0.57, -0.51, 0.55, -0.60, 0.26, 0.22, 0.21, 0.52]}